# 1
The following is a DFT calculation (ωB97M-V with the def2-TZVPD basis set) of a single C11H10N4 molecule at a distorted geometry.

Geometry (Å):
C -2.14 0.68 -2.71
C 0.46 -1.63 1.40
C -0.57 -2.19 -1.40
C -0.32 -0.89 -2.09
C 0.51 -1.32 -0.95
C 1.28 1.79 0.18
C 1.54 0.40 0.53
C 1.07 1.50 1.43
C -1.39 0.10 -1.75
C 0.38 -0.65 0.34
C 0.54 1.90 2.79
N -2.69 1.23 -3.55
N 0.50 -2.42 2.28
N -1.62 0.42 -0.55
N -0.92 -0.08 0.43
H -1.45 -2.23 -0.75
H -0.45 -3.20 -1.89
H 0.17 -1.06 -3.04
H 1.54 -1.60 -1.20
H 1.19 2.54 -0.74
H 2.51 0.01 0.84
H -0.90 0.64 1.13
H 1.10 2.53 3.35
H 0.09 1.03 3.37
H -0.42 2.51 2.54

Values from the calculation:
**Total energy**: -643.9662 hartree
**Energy above the lowest of the compared OMol25 structures with the same formula, charge and spin**: 397.5 kJ/mol
**HOMO-LUMO gap**: 0.358 Ha
**LUMO energy**: 0.45 eV


# 2
The following is a DFT calculation (ωB97M-V with the def2-TZVPD basis set) of a 2-piece molecular cluster, C11H10NO3 overall at a distorted geometry.

Geometry (Å):
C -1.18 -1.13 -2.75
C -1.74 0.12 -2.48
C -0.29 -1.69 -1.85
C -1.32 0.85 -1.42
C -0.17 -1.11 -0.62
C -0.57 0.18 -0.40
C 0.58 2.01 2.44
C 0.57 0.82 1.80
C -1.99 -0.30 1.97
C -0.52 0.87 0.85
C 1.52 -0.39 1.89
N -1.01 2.29 0.91
O -1.47 -1.38 2.11
O -2.92 0.45 2.10
O -0.39 2.88 2.06
H -1.82 -1.75 -3.48
H -2.44 0.55 -3.14
H 0.32 -2.66 -2.00
H -1.65 1.87 -1.19
H 0.36 -1.81 0.10
H 1.15 2.32 3.22
H 1.86 -0.64 0.91
H 0.92 -1.18 2.24
H 2.52 -0.10 2.40
H -0.56 2.73 0.12

Values from the calculation:
**Total energy**: -705.5602 hartree
**Energy above the lowest of the compared OMol25 structures with the same formula, charge and spin**: 432.2 kJ/mol
**Net charge**: -1
**HOMO-LUMO gap**: 0.211 Ha
**LUMO energy**: 3.62 eV


# 3
The following is a DFT calculation (ωB97M-V with the def2-TZVPD basis set) of a single C11H11BFN3O4S molecule at a distorted geometry.

Geometry (Å):
C -2.94 -0.54 -0.08
C -1.73 -0.09 -1.10
C -0.30 -0.09 -0.38
C 0.51 1.25 -0.07
C -0.04 2.71 -0.50
O -1.26 2.93 -0.31
N 0.94 3.62 -1.13
C 0.85 5.00 -0.66
O 1.72 5.81 -1.08
F -0.11 5.50 0.26
C 1.90 1.23 0.63
O 2.67 2.40 0.91
C 2.53 -0.15 1.06
N 3.80 -0.34 1.73
S 3.85 -2.05 1.90
N 2.41 -2.67 1.16
C 1.73 -1.47 0.74
C 0.32 -1.47 0.02
B -0.38 -2.91 -0.28
C -1.00 -3.86 0.90
O -0.46 -3.48 -1.64
H -2.55 -0.65 0.98
H -3.25 -1.60 -0.43
H -3.85 0.14 -0.18
H -1.68 -0.86 -1.96
H -2.03 0.91 -1.57
H 0.97 3.54 -2.16
H 2.20 2.98 1.56
H -2.15 -3.94 0.83
H -0.68 -3.48 1.93
H -0.59 -4.93 0.77
H -1.43 -3.45 -1.84

Values from the calculation:
**Total energy**: -1413.7262 hartree
**HOMO-LUMO gap**: 0.260 Ha
**LUMO energy**: -1.70 eV


# 4
The following is a DFT calculation (ωB97M-V with the def2-TZVPD basis set) of an isolated ion of composition C11H11ClNO and charge +1 at a distorted geometry.

Geometry (Å):
C -2.08 -1.80 -0.45
C -1.97 -0.63 -1.13
C -0.94 -2.47 0.12
C -0.59 0.02 -1.14
C 0.33 -1.93 0.12
C 0.40 -0.56 -0.25
C -0.44 1.54 -0.92
C -0.97 1.73 0.52
C 1.09 1.51 -0.67
C -0.10 1.75 1.50
C 2.55 0.04 0.74
N 1.31 0.32 0.07
O 1.97 2.27 -0.91
Cl -2.66 1.71 0.62
H -2.97 -2.37 -0.58
H -2.86 -0.05 -1.53
H -1.17 -3.45 0.46
H -0.38 -0.32 -2.20
H 1.07 -2.50 0.61
H -0.78 2.13 -1.75
H 0.97 1.95 1.57
H -0.45 1.59 2.60
H 2.44 -1.07 0.98
H 3.39 0.01 -0.06
H 2.83 0.61 1.67

Values from the calculation:
**Total energy**: -1015.6002 hartree
**Energy above the lowest of the compared OMol25 structures with the same formula, charge and spin**: 289.5 kJ/mol
**Net charge**: +1
**HOMO-LUMO gap**: 0.297 Ha
**LUMO energy**: -5.25 eV


# 5
The following is a DFT calculation (ωB97M-V with the def2-TZVPD basis set) of C11H11CuNO2 as an isolated structure at a distorted geometry.

Geometry (Å):
Cu -0.57 0.22 -1.60
C 0.01 0.17 -5.59
H 1.08 0.27 -5.56
H -0.21 -0.86 -5.80
H -0.39 0.79 -6.39
H -0.45 0.47 -4.65
H -1.86 1.10 -1.90
O -1.74 -3.27 -0.77
C -1.10 -2.22 -0.88
O -0.74 -1.60 -1.98
C -0.72 -1.50 0.35
C -0.94 -2.05 1.62
C -0.47 -1.35 2.73
C 0.17 -0.09 2.55
C 0.71 0.63 3.64
C 1.35 1.85 3.42
C 1.46 2.37 2.11
C 0.93 1.67 1.03
C 0.31 0.44 1.23
N -0.14 -0.30 0.16
H -1.46 -3.00 1.65
H -0.58 -1.76 3.75
H 0.61 0.21 4.64
H 1.77 2.40 4.26
H 1.97 3.34 1.96
H 0.99 2.05 0.02

Values from the calculation:
**Total energy**: -2271.4204 hartree
**Energy above the lowest of the compared OMol25 structures with the same formula, charge and spin**: 54.5 kJ/mol
**HOMO-LUMO gap (alpha / beta)**: 0.313 / 0.276 Ha
**LUMO energy (alpha / beta)**: -1.02 / -1.97 eV
**2S+1**: 2


# 6
The following is a DFT calculation (ωB97M-V with the def2-TZVPD basis set) of a single C11H11FO6 molecule.

Geometry (Å):
C -0.82 1.35 3.94
C -1.06 1.92 2.53
C -1.96 1.04 1.70
O -2.65 0.17 2.14
O -2.03 1.38 0.36
C -0.88 1.04 -0.41
C -1.03 -0.38 -1.01
C 0.19 -1.21 -0.83
C 1.12 -1.54 -1.73
C 1.22 -1.15 -3.17
C 1.81 0.24 -3.25
O 1.28 1.21 -3.66
F 3.05 0.28 -2.73
C 2.13 -2.40 -1.05
O 2.95 -3.11 -1.53
O 1.89 -2.32 0.31
C 0.58 -1.85 0.46
O -0.06 -2.03 1.44
H 0.17 1.65 4.27
H -0.83 0.27 3.92
H -1.56 1.72 4.64
H -1.54 2.90 2.60
H -0.11 2.07 2.02
H -0.85 1.77 -1.21
H 0.04 1.14 0.16
H -1.30 -0.31 -2.06
H -1.86 -0.86 -0.49
H 0.26 -1.15 -3.66
H 1.88 -1.85 -3.69

Values from the calculation:
**Total energy**: -977.0936 hartree
**Energy above the lowest of the compared OMol25 structures with the same formula, charge and spin**: 0.0 kJ/mol
**HOMO-LUMO gap**: 0.350 Ha
**LUMO energy**: -1.09 eV